No. 1
The following is a quantum chemistry calculation of a gas-phase ion, C5H10N (charge +1) in a non-equilibrium geometry, from the OMol25 dataset.

The geometry in XYZ format:
```
16
Properties=species:S:1:pos:R:3:nbo_charge:R:1
C -1.5894 -1.1099 1.4341 -0.613
C -0.4856 -1.1565 0.2564 -0.514
C 0.4954 -0.0899 0.4787 0.330
N 0.8979 0.7012 -0.4535 -0.275
C 1.8884 1.6797 -0.8592 -0.224
C 0.8014 1.0744 -1.7488 -0.221
H -1.2372 -1.5874 2.2943 0.228
H -2.5087 -1.5829 1.2002 0.250
H -2.0697 -0.1156 1.6518 0.233
H -0.9154 -1.0759 -0.8070 0.244
H -0.0407 -2.1754 0.2285 0.289
H 0.9981 0.0330 1.5312 0.250
H 2.8537 1.1386 -1.0712 0.250
H 1.9274 2.7560 -0.3307 0.282
H -0.0853 1.6194 -2.0420 0.249
H 1.1061 0.5101 -2.5511 0.243
```

Properties
Energy relative to the best compared isomer or geometry (same formula, charge and spin) in kcal/mol: 54.9
Molecular weight in g/mol: 84.142
E_tot in eV: -6827.8234
Max |F| in eV/Å: 4.11
Net charge: +1
SMILES string: CCC=[N+]1CC1



No. 2
The following is a quantum chemistry calculation of a gas-phase ion, C5H10N (charge +1) in a non-equilibrium geometry, from the OMol25 dataset.

The geometry in XYZ format:
```
16
Properties=species:S:1:pos:R:3:nbo_charge:R:1
C -0.6606 -0.0090 0.1149 -0.019
C -1.1303 0.9539 -0.6968 -0.155
C 0.3377 0.2407 1.1848 -0.319
C -1.9039 0.6754 -1.8914 -0.672
C 2.1380 -1.5697 1.1280 0.070
N 1.8358 -0.3588 1.0521 -0.414
H -0.9923 -1.0911 -0.0553 0.202
H 0.6708 1.2997 1.3081 0.228
H -0.0835 -0.0589 2.1427 0.251
H -1.1230 0.7460 -2.7771 0.253
H -2.7092 1.3767 -2.1638 0.264
H -2.3316 -0.3537 -1.9738 0.229
H 3.1767 -1.8985 1.0178 0.243
H -0.9567 1.9159 -0.5367 0.187
H 1.2458 -2.2215 1.4122 0.223
H 2.4862 0.3528 0.7344 0.428
```

Properties
Energy relative to the best compared isomer or geometry (same formula, charge and spin) in kcal/mol: 43.9
Molecular weight in g/mol: 84.142
E_tot in eV: -6824.3284
⟨S²⟩: 2.01
2S+1: 3
Max |F| in eV/Å: 8.32
Net charge: +1